No. 1
11
Properties=species:S:1:pos:R:3:mulliken_charge:R:1 method="wB97M-V/def2-TZVPD" e_above_lowest_kcal_mol=84.6 e_lumo_ev=-1.34 smiles="O=[N+]([O-])c1nncn1O" homo_lumo_gap_ev=9.65 energy_ha=-521.9725 largest_force_ha_per_bohr=0.0427
O 1.637 0.384 -2.300 -0.49
N 1.123 -0.236 -1.374 1.01
O 1.411 -1.385 -1.050 -0.69
C 0.149 0.394 -0.499 0.30
N -0.194 1.652 -0.472 -0.30
N -1.005 1.848 0.595 -0.46
C -1.122 0.674 1.205 -0.09
N -0.426 -0.283 0.535 0.27
O -0.336 -1.569 0.878 -0.43
H -1.710 0.436 2.071 0.42
H 0.472 -1.915 0.412 0.46


No. 2
9
Properties=species:S:1:pos:R:3:mulliken_charge:R:1 method="wB97M-V/def2-TZVPD" e_above_lowest_kcal_mol=52.5 e_lumo_ev=-0.54 smiles="[H]/N=N/N=C=S.C#N" homo_lumo_gap_ev=8.67 energy_ha=-694.4741 largest_force_ha_per_bohr=0.1305
H 1.620 2.240 -1.283 0.26
N 0.665 1.894 -1.355 -0.44
N 0.087 1.350 -0.388 -0.17
N -1.103 1.010 -0.596 0.21
C -2.087 0.662 0.044 0.33
S -3.588 0.310 0.376 -0.21
C -1.374 -2.198 0.239 0.06
N -2.090 -2.425 -0.658 -0.35
H -0.917 -2.255 1.166 0.31


No. 3
10
Properties=species:S:1:pos:R:3:mulliken_charge:R:1 method="wB97M-V/def2-TZVPD" e_above_lowest_kcal_mol=86.2 e_lumo_ev=-1.41 smiles="[H]/N=c1/ncnnnn1" homo_lumo_gap_ev=8.31 energy_ha=-405.7186 largest_force_ha_per_bohr=0.0906
H -1.755 -1.601 0.647 0.30
N -1.821 -0.510 0.885 -0.54
C -1.113 -0.071 -0.028 0.62
N -0.728 1.181 -0.358 -0.36
C 0.584 1.208 -0.221 0.01
N 1.430 0.453 0.850 -0.06
N 1.531 -0.761 0.594 -0.06
N 0.926 -1.253 -0.610 0.03
N -0.178 -0.795 -0.980 -0.24
H 1.124 2.150 -0.780 0.30


No. 4
8
Properties=species:S:1:pos:R:3:mulliken_charge:R:1 method="wB97M-V/def2-TZVPD" e_above_lowest_kcal_mol=121.1 e_lumo_ev=-0.22 smiles=[O-][N+]#P.C#CO homo_lumo_gap_ev=9.21 energy_ha=-623.8152 largest_force_ha_per_bohr=0.0835
O -2.003 0.036 0.790 -0.49
N -1.849 -0.152 -0.379 0.51
P -1.609 -0.227 -1.837 0.00
C 1.445 -0.635 1.020 -0.37
C 1.209 0.157 0.174 0.19
O 0.815 0.775 -0.887 -0.55
H 2.006 -1.160 1.833 0.34
H -0.014 1.206 -0.713 0.37


No. 5
8
Properties=species:S:1:pos:R:3:mulliken_charge:R:1 method="wB97M-V/def2-TZVPD" e_above_lowest_kcal_mol=125.5 e_lumo_ev=4.09 homo_lumo_gap_ev=7.28 energy_ha=-680.7072 largest_force_ha_per_bohr=0.1147 total_charge=-1
C 0.688 -0.110 -0.663 0.20
C 0.753 0.180 0.764 0.18
N 1.569 0.836 0.112 -0.64
O -1.474 -0.357 2.655 -0.72
O -0.589 0.412 -1.531 -0.57
S -0.714 -0.557 1.253 0.06
H 1.080 -0.884 -1.592 0.23
H -1.314 0.482 -0.998 0.26


No. 6
9
Properties=species:S:1:pos:R:3:mulliken_charge:R:1 method="wB97M-V/def2-TZVPD" e_above_lowest_kcal_mol=69.7 e_lumo_ev=3.43 homo_lumo_gap_ev=7.27 energy_ha=-1079.0076 largest_force_ha_per_bohr=0.0789 total_charge=-1
C 0.563 1.324 0.061 0.58
C 0.629 -0.572 -0.081 -0.44
N -0.672 -0.797 -0.558 -0.14
O 1.676 1.740 0.287 -0.62
O -0.532 1.805 -0.153 -0.54
S -1.936 0.182 0.127 -0.03
S -1.926 -1.883 0.163 -0.32
H 1.364 -0.923 -0.795 0.28
H 0.834 -0.877 0.949 0.23


No. 7
8
Properties=species:S:1:pos:R:3:lowdin_spin:R:1 method="wB97M-V/def2-TZVPD" multiplicity=3 e_above_lowest_kcal_mol=22.3 e_lumo_ev="4.44 / 3.13" homo_lumo_gap_ev="5.74 / 7.64" energy_ha=-357.7792 largest_force_ha_per_bohr=0.1797 total_charge=-1
C 0.624 -0.621 0.885 0.66
C -0.405 1.029 -0.916 0.01
N -0.307 -0.396 0.046 0.49
O 0.621 1.654 -0.819 0.01
O -1.296 -1.235 -0.194 0.69
O -1.475 1.096 -1.424 0.01
H 0.735 -1.446 1.590 0.07
H 1.502 -0.080 0.832 0.07


No. 8
9
Properties=species:S:1:pos:R:3:mulliken_charge:R:1 method="wB97M-V/def2-TZVPD" e_above_lowest_kcal_mol=97.4 e_lumo_ev="3.59 / 3.59" homo_lumo_gap_ev="7.26 / 7.26" energy_ha=-755.9847 largest_force_ha_per_bohr=0.0620 total_charge=-1
C -0.886 0.369 0.355 0.20
C -1.016 -1.154 0.277 0.60
N 0.993 1.212 -0.049 -0.36
O -0.457 -1.281 -0.820 -0.58
O -1.749 -1.840 0.922 -0.63
O 1.938 0.191 -0.319 -0.40
S -1.935 1.451 -0.103 -0.36
H 1.285 1.315 0.899 0.23
H 1.826 -0.263 -1.162 0.30


No. 9
9
Properties=species:S:1:pos:R:3:mulliken_charge:R:1 method="wB97M-V/def2-TZVPD" e_above_lowest_kcal_mol=28.4 e_lumo_ev=-8.16 homo_lumo_gap_ev=7.52 energy_ha=-432.7001 largest_force_ha_per_bohr=0.1117 total_charge=+1
C 1.134 -0.093 0.799 0.20
C 0.639 1.201 0.136 0.52
N 3.661 0.535 -0.381 0.63
O 4.300 -0.222 -0.904 0.09
O 2.301 -0.466 0.719 -0.39
O 0.534 2.035 1.016 -0.37
O 0.519 1.389 -1.228 -0.40
H 0.351 -0.598 1.589 0.36
H 0.242 0.527 -1.583 0.37


No. 10
10
Properties=species:S:1:pos:R:3:mulliken_charge:R:1 method="wB97M-V/def2-TZVPD" e_above_lowest_kcal_mol=33.1 e_lumo_ev=6.93 smiles="[H]/N=C/C(=O)P(=O)([O-])[O-]" homo_lumo_gap_ev=6.52 energy_ha=-774.5034 largest_force_ha_per_bohr=0.0709 total_charge=-2
H 3.084 0.107 -0.148 0.18
N 2.167 -0.322 -0.636 -0.73
C 1.099 -0.269 0.010 0.18
C -0.346 -0.891 -0.299 0.10
O -0.450 -2.086 -0.203 -0.57
P -1.541 0.606 0.005 0.79
O -2.826 0.178 -0.648 -0.79
O -1.473 0.586 1.515 -0.75
O -0.838 1.850 -0.548 -0.80
H 1.125 0.242 0.952 0.38


No. 11
7
Properties=species:S:1:pos:R:3:mulliken_charge:R:1 method="wB97M-V/def2-TZVPD" e_above_lowest_kcal_mol=52.7 e_lumo_ev=0.28 smiles="O/P=c1/cn1" homo_lumo_gap_ev=9.02 energy_ha=-548.6398 largest_force_ha_per_bohr=0.0525
O -1.903 -0.878 0.011 -0.47
P -1.316 0.656 -0.001 -0.14
C 0.318 0.489 -0.014 0.34
C 1.713 0.410 0.015 -0.06
N 1.487 -0.829 -0.009 -0.30
H -2.860 -0.919 -0.046 0.33
H 2.560 1.072 0.043 0.29


No. 12
7
Properties=species:S:1:pos:R:3:mulliken_charge:R:1 method="wB97M-V/def2-TZVPD" e_above_lowest_kcal_mol=91.1 e_lumo_ev=-0.92 smiles="S=PN1C=C1" homo_lumo_gap_ev=7.64 energy_ha=-871.5616 largest_force_ha_per_bohr=0.0747
S -2.066 1.298 -0.113 -0.30
P -1.894 -0.614 0.156 0.28
N -0.179 -0.845 0.385 -0.33
C 0.941 -0.442 -0.513 -0.15
C 0.976 0.369 0.456 -0.25
H 1.363 -0.940 -1.401 0.32
H 0.858 1.175 1.030 0.42


No. 13
6
Properties=species:S:1:pos:R:3:lowdin_spin:R:1 method="wB97M-V/def2-TZVPD" multiplicity=2 e_above_lowest_kcal_mol=0.0 e_lumo_ev="-1.19 / -1.45" homo_lumo_gap_ev="4.47 / 4.67" energy_ha=-314.7663 largest_force_ha_per_bohr=0.0920
C -0.041 -0.736 -0.643 0.10
C -0.495 -1.813 0.095 0.61
O 0.276 -0.030 0.432 0.14
Na 0.209 2.325 0.039 0.06
H 0.116 -2.711 0.214 0.05
H -1.489 -1.796 0.566 0.05


No. 14
6
Properties=species:S:1:pos:R:3:lowdin_spin:R:1 method="wB97M-V/def2-TZVPD" multiplicity=5 e_lumo_ev="-0.36 / -0.77" homo_lumo_gap_ev="5.52 / 7.30" energy_ha=-713.8318 largest_force_ha_per_bohr=0.0808
C 1.811 0.511 -0.898 0.01
C 1.001 1.319 -0.248 0.02
H 2.811 0.725 -1.297 0.00
H 1.094 2.389 0.006 0.00
O -0.880 0.727 0.627 -0.05
Nd -0.070 -1.151 -0.236 4.02


No. 15
7
Properties=species:S:1:pos:R:3:lowdin_spin:R:1 method="wB97M-V/def2-TZVPD" multiplicity=7 e_above_lowest_kcal_mol=1.0 e_lumo_ev="-11.02 / -13.18" homo_lumo_gap_ev="8.43 / 8.24" energy_ha=-321.7690 largest_force_ha_per_bohr=0.0928 total_charge=+2
O 0.018 -1.255 -0.301 0.48
C -0.214 -0.187 0.385 0.52
C 0.532 1.014 0.194 0.34
O 1.241 1.243 -0.805 0.99
Ru -0.689 -2.526 -1.324 3.59
H -1.149 -0.123 0.960 0.02
H 0.261 1.833 0.891 0.06


No. 16
7
Properties=species:S:1:pos:R:3:mulliken_charge:R:1 method="wB97M-V/def2-TZVPD" e_above_lowest_kcal_mol=90.1 e_lumo_ev=0.12 smiles="OC1=C(S)O1" homo_lumo_gap_ev=8.61 energy_ha=-625.9188 largest_force_ha_per_bohr=0.0856
O 0.080 1.493 1.175 -0.39
C -0.045 0.732 0.163 0.82
C -0.567 -0.401 -0.400 -0.40
S 0.528 -2.028 -0.289 -0.23
O 0.113 0.867 -1.072 -0.33
H 0.312 2.382 0.930 0.37
H -0.421 -3.045 -0.508 0.16


No. 17
7
Properties=species:S:1:pos:R:3:mulliken_charge:R:1 method="wB97M-V/def2-TZVPD" e_above_lowest_kcal_mol=54.2 e_lumo_ev=-0.43 smiles="O=C1O[C@H]1S" homo_lumo_gap_ev=9.73 energy_ha=-625.9760 largest_force_ha_per_bohr=0.0754
O 0.409 -0.627 -2.241 -0.45
C 0.372 -0.051 -1.209 0.58
O 0.301 1.162 -0.637 -0.30
C 0.367 0.029 0.190 -0.10
S -1.472 -0.697 1.149 -0.19
H 1.330 -0.027 0.688 0.31
H -1.308 0.211 2.059 0.14


No. 18
7
Properties=species:S:1:pos:R:3:lowdin_spin:R:1 method="wB97M-V/def2-TZVPD" multiplicity=3 e_above_lowest_kcal_mol=28.7 e_lumo_ev="0.58 / -3.46" homo_lumo_gap_ev="7.62 / 7.12" energy_ha=-625.9240 largest_force_ha_per_bohr=0.0739
C -0.442 -0.197 0.583 0.32
C 1.070 -0.104 -0.140 0.41
O -0.529 -0.937 1.529 0.47
O 1.261 -0.023 -1.315 0.55
S -1.958 0.471 -0.230 0.16
H 1.862 -0.198 0.684 0.07
H -1.264 0.988 -1.111 0.01


No. 19
8
Properties=species:S:1:pos:R:3:mulliken_charge:R:1 method="wB97M-V/def2-TZVPD" e_above_lowest_kcal_mol=29.8 e_lumo_ev=-1.10 smiles="O=C(S)C(=O)S" homo_lumo_gap_ev=9.07 energy_ha=-1024.2152 largest_force_ha_per_bohr=0.0909
O -0.190 1.743 -0.176 -0.51
C -0.528 0.584 -0.126 0.49
S -2.172 -0.114 -0.060 -0.18
C 0.496 -0.494 -0.131 0.59
O 0.028 -1.663 -0.147 -0.60
S 2.119 -0.086 -0.086 -0.21
H -1.815 -1.371 0.183 0.21
H 2.062 1.400 0.543 0.21


No. 20
8
Properties=species:S:1:pos:R:3:mulliken_charge:R:1 method="wB97M-V/def2-TZVPD" e_above_lowest_kcal_mol=90.8 e_lumo_ev=-1.58 homo_lumo_gap_ev=8.23 energy_ha=-1024.1180 largest_force_ha_per_bohr=0.0588
C 0.047 0.705 0.198 -0.06
C 1.352 0.304 0.821 -0.35
O -1.570 -1.864 -0.812 -0.41
O -2.465 0.387 -1.435 -0.42
S 1.368 1.007 -0.834 0.05
S -2.028 -0.558 -0.405 0.69
H 1.828 0.917 1.642 0.28
H 1.467 -0.899 0.824 0.22